2 unconnected molecules or ions with the total composition C4H9NO5 in a non-equilibrium geometry, computed with ωB97M-V with the def2-TZVPD basis set.

XYZ file:
```
19
Properties=species:S:1:pos:R:3:forces:R:3
N -1.3707 0.3574 -2.0522 -0.6145 0.1710 -0.3344
C -0.4080 0.4960 -1.1168 1.6355 0.2052 -0.6677
O 0.2891 1.4960 -0.9715 -0.8397 -0.6243 0.4790
C -0.1021 -0.8130 -0.3586 -0.3363 0.0025 0.3328
O -0.4326 -1.8731 -0.8346 0.0766 0.1675 -0.1824
C 0.5469 -0.7387 1.0114 0.0990 0.5259 0.0011
O 0.2486 -1.9055 1.7199 -0.1448 -0.2408 0.1510
C 2.0844 -0.5469 0.9619 0.0458 -0.3113 -0.0768
O 2.4892 0.7911 0.9996 -0.1578 0.3435 -0.4097
H -1.6690 1.1759 -2.5693 0.4525 -0.1766 -0.0168
H -1.5030 -0.5426 -2.5003 -0.1603 0.0928 0.5193
H 0.1241 0.1476 1.5209 0.0941 -0.4316 -0.0002
H 0.1395 -2.6298 1.0881 -0.0711 0.0869 -0.0265
H 2.4694 -1.0387 1.8639 -0.1280 0.1678 -0.2226
H 2.5008 -1.0792 0.0879 -0.0477 0.0693 0.1570
H 2.0452 1.2494 0.2651 0.1210 0.0001 0.2339
O -2.5383 1.6327 0.6430 -0.5127 -0.7286 -1.6544
H -2.7882 1.3280 -0.2820 0.4445 0.6486 1.7845
H -2.1252 2.4933 0.5237 0.0439 0.0319 -0.0671
```
Positions in Å, forces in eV/Å.

Results
HOMO-LUMO gap, Eh: 0.35536
E_LUMO, eV: -0.4
SMILES string: NC(=O)C(=O)[C@@H](O)CO.O
Net charge: 0


A single CH3NOP2S molecule in a non-equilibrium geometry, computed with ωB97M-V with the def2-TZVPD basis set.

XYZ file:
```
9
Properties=species:S:1:pos:R:3:forces:R:3
C 1.1867 0.2501 0.9046 0.6116 -0.4202 -0.7768
N 0.3228 0.9892 1.4377 0.1142 -0.0304 0.3143
O -0.4995 -0.5985 -0.9981 -0.0834 0.0420 -0.1702
P 1.1127 -0.3055 -0.8810 -0.1269 -0.1041 0.4351
P -1.5123 -1.7616 -0.4420 0.2498 -0.0868 0.0998
S -0.9899 1.7559 1.1016 -0.6946 0.4237 -0.0994
H 2.0128 -0.1112 1.5026 0.0993 -0.0004 0.1955
H 0.9154 0.9760 -1.4307 0.3772 0.3141 0.0619
H -2.5488 -1.1943 -1.1947 -0.5472 -0.1379 -0.0603
```
Positions in Å, forces in eV/Å.

Results
HOMO-LUMO gap (spin up / spin down), Eh: 0.28609 / 0.24417
E_LUMO (spin up / spin down), eV: -0.8 / -1.3
Net charge: 0


2 unconnected molecules or ions with the total composition C8H17NO3S in a non-equilibrium geometry, computed with ωB97M-V with the def2-TZVPD basis set.

XYZ file:
```
30
Properties=species:S:1:pos:R:3:forces:R:3
C -2.4808 1.9739 0.2208 -0.3495 0.5207 0.8230
C -1.3925 1.4864 -0.7456 1.2446 1.1882 -1.1207
C -3.5283 0.8212 0.3036 -0.5571 1.4435 -4.8115
C 3.5016 -0.1970 -0.9284 0.0610 0.0190 -1.9299
C 0.4802 -2.1784 -0.2725 -1.9316 0.7516 0.3028
C 0.3910 -1.1244 1.9957 -0.0107 -0.4570 1.3391
C 2.2252 0.6245 -0.7348 0.6582 0.8838 -1.3488
C 0.7298 -0.9590 0.5732 -0.4390 1.2491 -1.2250
N -1.1949 0.0500 -0.7516 -0.6631 0.2173 1.4053
O -3.2532 -1.1721 -1.5074 -0.8745 -0.2285 -0.2701
O -2.3794 -1.5292 0.7995 -0.7852 0.6498 -1.5063
O 1.3739 0.1434 0.3357 0.6119 -0.1523 0.4864
S -2.6124 -0.6015 -0.3598 2.0129 -0.9721 2.3496
H -2.0418 2.0437 1.2416 -0.1284 -0.1220 -0.5480
H -2.8492 3.0453 0.0261 0.2507 -1.7714 -0.1357
H -1.6671 1.7581 -1.7862 0.1077 0.4450 0.3323
H -0.4204 2.0408 -0.5083 -1.0047 -0.7565 -0.3201
H -3.8185 0.7211 1.2632 -0.9438 -0.9933 3.0843
H -4.4899 0.8948 -0.3674 1.9401 0.1901 1.1233
H 3.4059 -1.1969 -1.4479 -0.2051 1.1543 0.4730
H 4.1600 0.4945 -1.6172 -0.8500 -1.5394 1.6408
H 3.8818 -0.3908 0.0666 0.7362 0.1975 0.0054
H 0.7884 -2.2643 -1.2771 0.7463 0.7676 -1.1128
H -0.6562 -2.2504 -0.3280 1.3615 0.0780 0.3777
H 0.7805 -3.0709 0.2152 0.4865 -0.7127 0.8995
H 0.5978 -0.3508 2.7796 -0.4637 0.1077 -1.4952
H -0.6304 -1.5477 2.0816 0.6216 0.1354 -0.0077
H 1.1533 -1.8637 2.2895 -0.3951 -0.5027 0.0272
H 1.6513 0.7843 -1.7039 0.4226 -0.2993 1.4302
H 2.6849 1.6299 -0.3816 -1.6603 -1.4913 -0.2683
```
Positions in Å, forces in eV/Å.

Results
HOMO-LUMO gap, Eh: 0.26718
E_LUMO, eV: -0.1
Net charge: 0


3 unconnected molecules or ions with the total composition C6H19NO3 in a non-equilibrium geometry, computed with ωB97M-V with the def2-TZVPD basis set.

XYZ file:
```
29
Properties=species:S:1:pos:R:3:forces:R:3
N 2.2380 -2.6310 -0.7785 -1.3233 1.3680 -0.2128
C 1.3542 -1.4549 -0.4007 3.9256 1.5792 -1.7115
C 0.2424 -1.5265 0.6144 -0.0304 0.3303 1.6360
C -1.0527 -1.6631 -0.1744 -0.5231 0.5417 -1.5456
C -1.5775 -0.4811 -1.1323 -0.1360 0.6833 2.3738
C -1.1513 1.0187 -0.7141 -1.7035 -1.4317 0.3886
C -2.0741 1.6310 0.3787 1.8827 -4.4519 2.9622
O -3.3141 1.0484 0.3011 -2.2163 -0.0568 -1.5582
H 1.7976 -3.3075 -1.3794 -0.1063 -0.2187 0.2524
H 2.7841 -3.0459 -0.0375 -0.4012 0.1030 0.0928
H 0.9611 -0.9295 -1.3353 0.0748 -1.5402 0.7445
H 2.1777 -0.6199 -0.2836 -1.4726 -1.3635 1.0761
H 0.3431 -2.1938 1.5613 -0.0091 0.0257 -2.2514
H 0.2572 -0.6110 1.2414 -0.3386 0.2429 -0.8478
H -1.0825 -2.5517 -0.8221 0.5636 0.0333 0.1953
H -1.8764 -1.8190 0.4384 -1.3583 -0.3181 1.6736
H -2.7121 -0.6089 -1.1120 1.5275 0.0190 -0.1460
H -1.3469 -0.6150 -2.1522 0.7450 -0.2888 -1.1343
H -0.1414 1.0549 -0.3718 0.8660 0.0000 -0.0478
H -1.2878 1.6299 -1.5844 0.2531 0.3928 -0.6628
H -1.8463 1.1844 1.4472 1.0067 1.8321 -1.6484
H -2.1120 2.6542 0.2999 0.1183 2.5696 0.1820
H -3.2595 0.6985 -0.5963 -1.3475 -0.0463 0.2066
O 1.7110 1.6031 2.6501 -0.7653 -2.1221 0.0829
H 1.3193 1.0023 1.9847 0.3352 -0.2945 0.8562
H 1.6703 2.3529 2.1056 0.5326 2.2791 -0.7911
O 2.7434 2.7876 0.1515 2.5788 1.6102 6.0184
H 3.1952 2.1391 -0.2289 1.8287 -3.8095 -3.3323
H 2.0403 3.2537 -0.0709 -4.5071 2.3320 -2.8517
```
Positions in Å, forces in eV/Å.

Results
HOMO-LUMO gap, Eh: 0.36088
E_LUMO, eV: 0.5
SMILES string: NCCCCCCO.O.O
Net charge: 0


A molecular structure, C43H33N13S4SbY, computed with ωB97M-V with the def2-TZVPD basis set.

XYZ file:
```
95
Properties=species:S:1:pos:R:3:forces:R:3
Y -0.0366 0.2676 -0.2173 -0.0205 0.2709 0.1168
C -2.6828 -5.9293 -1.8300 0.0827 -0.0969 -0.0035
C -1.3453 -6.3695 -1.7490 -0.0682 -0.0339 -0.0105
C -0.3042 -5.4798 -1.6002 -0.0532 0.1356 -0.0053
C -0.6146 -4.1193 -1.5170 0.1447 -0.1036 0.0192
C 0.1919 -2.9342 -1.3364 -0.1674 0.0483 -0.0301
N -0.6478 -1.8352 -1.2680 0.2861 -0.0022 0.1130
C -1.9031 -2.2410 -1.4672 -0.1685 -0.0100 -0.0110
N -3.0259 -1.4811 -1.5534 0.1462 -0.1116 0.0380
C -2.9804 -0.1887 -1.6777 -0.1238 0.2547 -0.0055
C -4.2042 0.6423 -1.7185 0.0737 -0.1079 0.0515
C -5.5471 0.3321 -1.6093 0.0202 0.0410 -0.0096
C -6.4419 1.3942 -1.5874 -0.0162 0.0438 -0.0045
C -6.0005 2.7190 -1.6575 -0.0495 -0.0325 0.0070
C -4.6505 3.0225 -1.7685 0.0012 -0.0910 -0.0316
C -3.7734 1.9557 -1.8129 0.0811 0.0159 -0.0004
C -2.3025 1.9025 -1.8791 -0.0958 -0.1612 -0.1870
N -1.5872 2.9975 -2.0496 0.0002 -0.0002 0.0168
C -0.2613 2.9537 -2.0695 0.1040 0.0296 -0.1150
N 0.5300 1.8915 -1.8890 0.1584 -0.0604 -0.0483
C 1.8446 2.2988 -2.0001 -0.1162 0.0300 -0.1194
N 2.9193 1.5780 -1.9264 0.0721 -0.1435 0.1525
C 2.9029 0.2433 -1.6790 0.0258 0.1271 -0.1846
N 1.8497 -0.5399 -1.4372 0.0899 -0.1405 -0.0721
C 2.2658 -1.8587 -1.4231 0.0242 0.1342 0.0159
N 1.5119 -2.9367 -1.3580 -0.0012 0.0024 0.0191
C 3.7027 -1.8903 -1.5850 0.0662 -0.1015 -0.0225
C 4.6375 -2.9280 -1.5916 -0.0941 0.0479 -0.0106
C 5.9670 -2.5974 -1.7465 0.0963 0.0815 -0.0226
C 6.3752 -1.2577 -1.9049 0.0141 -0.1609 0.0104
C 5.4532 -0.2324 -1.9105 -0.0644 0.0282 -0.0127
C 4.1091 -0.5611 -1.7428 0.1026 0.0293 -0.0273
C 1.8731 3.7488 -2.2760 0.0599 -0.0950 -0.0041
C 2.9117 4.6445 -2.4535 -0.0720 -0.0161 0.0084
C 2.5708 5.9753 -2.6531 -0.0190 0.0402 -0.0028
C 1.2358 6.3910 -2.6638 0.0297 0.0092 -0.0036
C 0.1999 5.4851 -2.4854 0.0666 -0.0656 0.0263
C 0.5514 4.1602 -2.3057 -0.1425 0.0139 -0.0163
N -1.8786 0.6252 -1.7816 -0.0032 -0.1046 0.1627
C -1.9411 -3.6834 -1.6018 -0.1421 -0.0323 0.0062
C -2.9920 -4.5883 -1.7655 0.0502 0.1018 0.0097
H -3.4733 -6.6611 -1.9398 -0.0179 -0.0189 -0.0039
H -1.1352 -7.4315 -1.7975 -0.0225 -0.0125 -0.0045
H 0.7231 -5.8103 -1.5343 0.0396 -0.0203 0.0061
H -5.8741 -0.6954 -1.5206 -0.0047 -0.0066 0.0052
H -7.5030 1.1975 -1.4891 -0.0040 0.0018 0.0022
H -6.7275 3.5194 -1.6003 -0.0132 0.0169 0.0006
H -4.2782 4.0367 -1.7805 0.0049 0.0481 -0.0068
H 4.3163 -3.9543 -1.4696 -0.0029 -0.0153 0.0038
H 6.7175 -3.3795 -1.7439 0.0048 0.0020 -0.0019
H 7.4294 -1.0385 -2.0187 0.0222 0.0118 -0.0025
H 5.7529 0.8003 -2.0289 -0.0144 0.0307 0.0007
H 3.9400 4.3123 -2.4129 0.0226 0.0076 -0.0025
H 3.3527 6.7141 -2.7810 0.0095 0.0124 -0.0013
H 1.0109 7.4429 -2.7894 0.0083 0.0118 0.0012
H -0.8367 5.7866 -2.4431 -0.0291 0.0150 -0.0048
H -4.0121 -4.2324 -1.8261 -0.0205 0.0039 -0.0001
S -0.4894 2.8833 4.2738 -0.0305 0.0147 -0.0195
Sb -0.7278 2.9829 1.9876 0.0903 -0.0349 0.4541
S 1.3473 2.2982 1.0496 0.0302 0.1994 -0.0878
S -2.0133 1.0486 1.3831 -0.1945 0.1722 0.1212
S -1.5369 4.9031 1.0600 0.0020 -0.0385 -0.0603
C -0.8219 -3.4233 2.0207 0.0817 0.0066 0.0105
N -1.3247 -2.1436 2.5055 0.0020 -0.1723 -0.0662
C -2.7771 -2.1199 2.3363 -0.0160 0.0558 -0.1013
N -3.4295 -3.2296 3.0539 -0.0038 0.0073 0.0146
C -2.8642 -4.4845 2.5589 -0.0329 -0.0821 -0.0353
N -1.4119 -4.5648 2.7398 -0.0052 -0.0137 -0.0123
C -1.1244 -4.3951 4.1631 0.0271 -0.0495 0.0459
N -1.6361 -3.1361 4.7034 -0.0037 0.0039 0.0152
C -1.0273 -2.0392 3.9306 -0.0380 0.1231 0.0219
C -3.0811 -3.1022 4.4684 -0.0682 -0.0133 0.0814
H 0.2649 -3.4426 2.1389 -0.0105 -0.0161 -0.0132
H -1.0626 -3.5256 0.9631 0.0205 0.0087 -0.0209
H -3.0157 -2.1959 1.2721 -0.0015 -0.0014 0.0101
H -3.1568 -1.1671 2.7051 -0.0068 -0.0009 -0.0045
H -3.0855 -4.5773 1.4921 -0.0093 -0.0089 0.0170
H -3.3320 -5.3192 3.0930 0.0081 0.0213 -0.0183
H -0.0413 -4.4222 4.3081 0.0017 -0.0134 0.0005
H -1.5757 -5.2263 4.7152 0.0092 0.0055 -0.0003
H 0.0543 -2.0727 4.0765 -0.0057 0.0023 -0.0060
H -1.4034 -1.0815 4.2993 0.0251 -0.0026 0.0015
H -3.4754 -2.1554 4.8433 0.0044 -0.0014 -0.0005
H -3.5450 -3.9242 5.0250 -0.0001 0.0175 -0.0170
C 3.5115 -0.2322 3.7377 0.0197 0.0128 0.0072
C 2.2338 0.2713 3.8600 -0.0299 -0.0580 -0.1028
C 1.2992 -0.0737 2.8916 -0.3193 -0.2117 0.2020
N 1.5527 -0.8884 1.8654 0.0102 0.0954 -0.2321
C 2.7948 -1.3731 1.7693 0.0032 -0.0906 -0.0724
C 3.8005 -1.0774 2.6703 -0.0349 -0.0096 0.0046
H 4.2808 0.0334 4.4528 0.0186 -0.0019 0.0104
H 1.9264 0.9655 4.6296 0.0288 0.0131 0.0341
H 0.2797 0.2843 2.9823 0.0412 0.1069 -0.0207
H 2.9893 -2.0354 0.9337 0.0033 0.0479 0.0106
H 4.7864 -1.4969 2.5213 0.0224 0.0041 0.0242
```
Positions in Å, forces in eV/Å.

Results
HOMO-LUMO gap (spin up / spin down), Eh: 0.18150 / 0.18153
E_LUMO (spin up / spin down), eV: 3.0 / 3.0
Net charge: -2


A molecular structure, C18H31Br3I2NO4S, computed with ωB97M-V with the def2-TZVPD basis set.

XYZ file:
```
60
Properties=species:S:1:pos:R:3:forces:R:3
C 2.1704 -3.7364 0.6871 0.0672 0.0150 0.0800
C 1.5066 -3.7680 2.0801 -0.0139 0.0877 -0.0738
C 0.0365 -3.3445 2.0598 0.1621 0.1584 -0.3079
Br -0.8322 -3.9220 3.6926 -0.0407 -0.0738 0.1318
C -0.1397 -1.8273 2.0132 -0.1075 -0.0606 0.2616
N 0.5381 -1.1665 0.8873 0.0882 -0.0561 -0.2013
C 0.0631 -0.0203 0.5556 -0.2064 -0.1292 0.0142
C 0.7973 0.7722 -0.4919 0.0431 0.0479 0.1802
I 2.8894 0.8420 0.0714 0.1291 -0.1794 -0.1978
C 0.2979 2.1578 -0.8715 0.2806 -0.0057 -0.2719
C 0.9686 2.6372 -2.1662 0.0361 0.0674 0.0550
I 0.6627 3.5642 0.6964 -0.3480 0.1899 0.0881
C -1.2052 0.2417 1.3500 -0.1464 -0.1499 -0.0341
C -2.4082 0.8783 0.6318 0.0234 0.0728 -0.0608
C -2.5874 2.3806 0.8336 -0.0237 0.0071 0.4086
O -2.7732 2.8159 1.9382 0.1341 -0.0513 -0.3427
C -1.5304 -1.1604 1.9799 0.0870 0.1769 0.1629
C -2.7377 -1.9551 1.4416 0.1112 0.0243 -0.2531
C -3.0233 -2.1820 -0.0631 0.1009 -0.0232 0.0268
C -1.8302 -2.2572 -1.0182 -0.1188 0.1082 -0.1290
C -2.1657 -3.0331 -2.2894 -0.1192 -0.0482 0.0548
S -0.7680 -3.4438 -3.3448 0.1042 0.2338 0.1170
O -0.4628 -4.8207 -3.2017 0.0631 -0.2069 0.0096
O -0.9587 -2.8230 -4.6099 -0.1530 0.0514 -0.1610
O 0.4695 -2.6893 -2.6326 -0.0637 -0.0496 0.4192
H 2.9615 -2.9847 0.6233 -0.0560 0.0531 -0.0325
H 2.6464 -4.6875 0.4620 0.0023 -0.0233 -0.0067
H 1.4533 -3.5635 -0.1197 -0.0174 -0.0366 -0.0507
H 2.0395 -3.1254 2.7851 0.0335 -0.0568 0.0353
H 1.5613 -4.7745 2.4868 -0.0412 -0.0294 -0.0014
H -0.4628 -3.8466 1.2333 -0.2055 -0.0088 0.0616
H 0.3755 -1.4530 2.9059 0.0239 0.0062 0.0008
H 1.4000 -1.5252 0.4812 0.0942 0.0417 0.1643
H 0.8236 0.1541 -1.3949 -0.0666 0.0199 0.0203
H -0.7767 2.1271 -1.0420 -0.0341 -0.0875 0.1792
H 1.2790 1.7913 -2.7839 -0.1341 -0.0083 -0.0732
H 0.2809 3.2569 -2.7377 0.0161 0.0305 0.0019
H 1.8571 3.2312 -1.9663 0.0456 -0.0588 0.0308
H -0.9187 0.8944 2.1870 0.0814 0.1364 -0.1540
H -2.4698 0.5843 -0.4177 0.0730 0.1175 0.0018
H -3.2920 0.4722 1.1247 -0.0421 -0.0434 -0.0744
H -2.6056 3.0345 -0.0587 -0.0193 -0.0278 0.0650
H -1.7769 -0.9714 3.0237 -0.1101 -0.0278 0.0008
H -2.7004 -2.9230 1.9407 0.0162 -0.0022 0.0073
H -3.6189 -1.4641 1.8562 -0.0511 -0.0998 0.0577
H -3.7055 -1.4157 -0.4335 -0.0440 -0.0071 0.0081
H -3.5724 -3.1228 -0.1342 -0.0464 0.0206 0.0274
H -1.5544 -1.2329 -1.3058 0.2194 -0.0707 0.0822
H -0.9734 -2.7216 -0.5409 0.1036 -0.0735 0.0688
H -2.6064 -3.9958 -2.0320 0.0079 -0.0325 -0.0663
H -2.8581 -2.4890 -2.9300 -0.0429 -0.0083 0.0249
H 0.2478 -1.7535 -2.5414 0.1133 0.0865 -0.3457
Br 3.0590 5.8828 -1.7080 -0.0110 0.0154 -0.0122
C 3.5569 7.5392 -0.8170 -0.0175 -0.0195 -0.0032
C 4.1471 7.2916 0.5451 -0.0207 0.0112 0.0442
Br 2.7979 6.7943 1.8550 0.0015 -0.0519 -0.0305
H 2.6573 8.1442 -0.7689 0.0112 0.0206 -0.0100
H 4.2869 8.0152 -1.4668 0.0215 -0.0179 0.0086
H 4.6015 8.2033 0.9255 -0.0139 0.0099 -0.0023
H 4.8821 6.4933 0.5349 0.0203 0.0154 -0.0044
```
Positions in Å, forces in eV/Å.

Results
HOMO-LUMO gap, Eh: 0.28096
E_LUMO, eV: -4.5
Net charge: +1